1.
A structure of composition C12H27MoO3S5Si, computed with ωB97M-V/def2-TZVPD.

For the HOMO energy, the calculation gives -19.41 eV. The total energy is -82909.0624 eV. As for the energy relative to the best compared isomer or geometry (same formula, charge and spin): 0.0 kJ/mol. Its frontier orbital gap is 5.9 eV.

The geometry in ORCA input format:
```
! RIJCOSX wB97M-V def2-TZVPD def2/J DEFGRID3
* xyz 3 1
Mo -2.7042 0.7158 -1.2021
C -0.5702 -0.1739 -3.7544
C 0.3038 0.3955 -2.6860
C 0.5410 1.8697 -2.7522
C 1.4922 -0.4324 -2.3052
O -0.7158 0.2231 -1.2988
Si 0.0086 0.0992 0.1975
S -3.2936 0.5125 0.7306
O 0.3206 1.5232 0.7380
C 1.0552 1.9787 2.0461
C 2.4067 1.3040 2.0318
C 0.1681 1.5330 3.1850
C 1.1368 3.4757 1.8984
O 0.3291 -1.2692 0.7794
C 0.1639 -2.7483 1.2340
C -0.9216 -3.3232 0.3588
C 1.5198 -3.3656 1.0014
C -0.2178 -2.6611 2.6900
H -0.0035 -0.1549 -4.6887
H -1.4571 0.4417 -3.9286
H -0.8418 -1.2103 -3.5583
H 1.1521 2.0532 -3.6402
H 1.0891 2.2469 -1.8888
H -0.3825 2.4312 -2.8791
H 2.2095 -0.3675 -3.1285
H 1.2439 -1.4823 -2.1561
H 2.0216 -0.0306 -1.4286
H 2.3198 0.2154 2.0854
H 2.9671 1.6252 2.9109
H 2.9859 1.5923 1.1534
H 0.0644 0.4434 3.2125
H -0.8148 2.0031 3.1297
H 0.6244 1.8359 4.1284
H 1.7204 3.7558 1.0217
H 1.6380 3.8837 2.7778
H 0.1448 3.9234 1.8396
H -0.6373 -3.3038 -0.6945
H -1.8675 -2.7965 0.5050
H -1.0832 -4.3655 0.6372
H 1.7896 -3.3580 -0.0550
H 1.4832 -4.4064 1.3296
H 2.2899 -2.8595 1.5818
H -1.1659 -2.1370 2.8263
H 0.5618 -2.1738 3.2747
H -0.3407 -3.6738 3.0770
S -4.4052 -0.3096 -2.3300
S -5.6958 0.9820 -3.2859
S -5.1718 2.7720 -2.9638
S -3.4610 2.7675 -1.7574
*
```

Mulliken atomic charge list, values in e, 8 entries:
1 Mo 0.180
2 C -1.510
3 C 1.208
4 C -1.279
5 C -1.281
6 O 1.375
7 Si -1.389
8 S -0.055

=====

2.
A cluster of 8 separate species, C12H28BBr8N3O8 in total, computed with ωB97M-V/def2-TZVPD.

For the HOMO energy (spin up / spin down), the calculation gives -15.52 / -15.52 eV. The total energy is -594739.8370 eV. Its frontier orbital gap (spin up / spin down) is 5.9 / 3.0 eV.

The geometry in ORCA input format:
```
! RIJCOSX wB97M-V def2-TZVPD def2/J DEFGRID3
* xyz 3 2
N -19.4461 -4.5783 -30.8426
H -19.8150 -5.1437 -30.0913
H -19.9391 -3.7771 -31.2102
H -19.0490 -5.1590 -31.5672
H -18.5845 -4.1878 -30.4887
N -19.5490 -7.5358 -25.0170
H -19.6357 -6.8109 -25.7150
H -20.0192 -8.4015 -25.2397
H -20.0830 -7.2307 -24.2158
H -18.5904 -7.6344 -24.7146
N -16.4458 -4.9158 -26.5288
H -16.3062 -5.4814 -25.7038
H -16.8755 -4.0764 -26.1671
H -17.1789 -5.3406 -27.0785
H -15.6020 -4.8980 -27.0836
O -18.3767 -2.9616 -25.4133
C -19.4961 -2.8589 -26.0233
O -19.8356 -1.8586 -26.8497
B -21.0881 -2.3966 -27.4882
O -21.5810 -3.5466 -26.6923
C -20.5574 -3.9341 -25.9515
O -20.4544 -4.9667 -25.3407
O -22.1851 -1.4174 -27.5828
C -22.4933 -1.2240 -28.8694
O -23.5213 -0.5755 -29.2313
C -21.5654 -2.1461 -29.6665
O -20.8150 -2.7843 -28.8471
O -21.5205 -2.3081 -30.8541
Br -17.7295 2.2212 -28.2901
C -18.1446 1.1608 -26.5596
C -18.8099 2.1072 -25.5207
Br -19.1611 1.1201 -23.8432
H -17.2403 0.6628 -26.2099
H -18.8024 0.3679 -26.9155
H -19.7016 2.6345 -25.8596
H -18.0523 2.8465 -25.2609
Br -23.7870 -8.0651 -25.2490
C -24.1675 -6.1110 -25.1965
C -24.9876 -5.6886 -23.9821
Br -23.7336 -5.0761 -22.5507
H -24.5727 -5.8288 -26.1682
H -23.2416 -5.5455 -25.3014
H -25.6698 -6.4858 -23.6868
H -25.6887 -4.8564 -24.0445
Br -25.3956 -4.3651 -31.6602
C -25.5976 -2.6030 -30.8564
C -26.5741 -2.7349 -29.5445
Br -25.6861 -3.9061 -28.2851
H -26.1239 -1.8741 -31.4726
H -24.5770 -2.2950 -30.6292
H -27.5384 -3.1638 -29.8167
H -26.6106 -1.7343 -29.1136
Br -26.6400 -0.9259 -25.8882
C -25.0064 -1.9735 -25.8531
C -24.0204 -1.4977 -24.8183
Br -24.7648 -1.4723 -23.0566
H -24.5222 -1.7876 -26.8118
H -25.2011 -3.0420 -25.7609
H -23.7247 -0.4832 -25.0853
H -23.0833 -2.0526 -24.7721
*
```

Mulliken atomic charge list, values in e, 8 entries:
1 N -0.310
2 H 0.307
3 H 0.253
4 H 0.419
5 H 0.354
6 N -0.371
7 H 0.289
8 H 0.383

=====

3.
A cluster of 2 separate species, C12H28BO4 in total, computed with ωB97M-V/def2-TZVPD.

For the HOMO energy, the calculation gives -4.42 eV. The total energy is -21764.3356 eV. As for the energy relative to the best compared isomer or geometry (same formula, charge and spin): 0.0 kJ/mol. Its frontier orbital gap is 7.0 eV.

The geometry in ORCA input format:
```
! RIJCOSX wB97M-V def2-TZVPD def2/J DEFGRID3
* xyz -1 1
C 0.8317 -5.0998 -1.5140
C 0.5241 -4.5979 -0.0574
C -0.7193 -3.6140 -0.0089
C -2.0028 -4.4262 -0.3877
B -0.3712 -2.3673 -1.0267
C -1.3896 -1.0809 -0.8857
C -0.7371 0.3322 -1.1172
C 0.4316 0.3717 -2.1600
C 1.8658 0.3029 -1.4919
O 2.6893 -0.7336 -1.9940
H -0.0984 -5.2223 -2.1050
H 1.3687 -6.0702 -1.4633
H 1.4578 -4.3852 -2.0760
H 1.3879 -4.0013 0.3055
H 0.3973 -5.4717 0.6194
H -0.7699 -3.2210 1.0357
H -1.9571 -5.4231 0.1208
H -2.0814 -4.6446 -1.4707
H -2.8997 -3.9093 0.0096
H 0.7701 -2.0424 -0.8196
H -0.4123 -2.7197 -2.1944
H -1.8267 -1.0550 0.1507
H -2.2531 -1.1887 -1.5818
H -1.5404 0.9892 -1.5303
H -0.3749 0.7667 -0.1647
H 0.3254 -0.3417 -2.9966
H 0.3945 1.3907 -2.6230
H 1.6972 0.1158 -0.4132
H 2.3520 1.3040 -1.5671
H 2.7197 -0.6862 -2.9465
C -1.6462 6.0922 2.1984
C -0.2052 6.2182 1.7460
O 0.6482 5.3266 2.4692
C 0.5943 4.0497 2.0765
O -0.0808 3.6114 1.1894
O 1.4080 3.3399 2.8578
C 1.3696 1.9327 2.5968
H -1.7199 6.2215 3.2800
H -2.2703 6.8403 1.7074
H -2.0466 5.1052 1.9649
H 0.1574 7.2249 1.9565
H -0.1053 6.0553 0.6717
H 1.5474 1.7199 1.5435
H 0.4108 1.5205 2.9112
H 2.1599 1.4708 3.1846
*
```

Mulliken atomic charge list, values in e, 8 entries:
1 C -0.916
2 C -0.760
3 C -0.088
4 C -1.289
5 B 0.623
6 C -0.769
7 C -0.254
8 C -0.675

=====

4.
A structure of composition C12H28BrN4O4Ti, computed with ωB97M-V/def2-TZVPD.

For the HOMO energy (spin up / spin down), the calculation gives -3.18 / -7.07 eV. The total energy is -120207.9135 eV. Its frontier orbital gap (spin up / spin down) is 3.5 / 7.3 eV.

The geometry in ORCA input format:
```
! RIJCOSX wB97M-V def2-TZVPD def2/J DEFGRID3
* xyz 0 4
Ti -1.6090 -0.4704 0.4850
Br -3.7185 -0.0231 2.1845
C 0.4844 3.3273 0.3893
C -0.0376 2.4439 1.4636
O -0.2021 1.2478 1.2741
N -0.3341 3.0309 2.6440
C -0.9653 2.3180 3.7329
H -0.1119 3.1627 -0.5071
H 1.5142 3.0571 0.1501
H 0.4662 4.3893 0.6417
H -0.0791 3.9912 2.7799
H -2.0543 2.3822 3.6885
H -0.6106 2.6923 4.6917
H -0.7309 1.2567 3.6671
C 0.3159 -1.6941 3.6866
C 0.4515 -2.4299 2.3776
O -0.3557 -2.2721 1.4808
N 1.5377 -3.2386 2.2231
C 1.7016 -4.1392 1.1013
H 1.0355 -2.0239 4.4410
H -0.6879 -1.8520 4.0762
H 0.4544 -0.6284 3.5086
H 2.1935 -3.3348 2.9765
H 2.6736 -3.9888 0.6107
H 0.9321 -3.9599 0.3599
H 1.6905 -5.1796 1.4336
C -2.6109 2.9947 -2.4208
C -1.9510 1.6773 -2.1106
O -2.1901 1.0822 -1.0648
N -1.0999 1.1293 -3.0251
C -0.8943 1.5610 -4.3951
H -3.6541 2.8585 -2.6991
H -2.0956 3.5503 -3.2026
H -2.5880 3.5878 -1.5057
H -0.7788 0.2090 -2.7546
H -0.1025 0.9449 -4.8134
H -0.5405 2.5906 -4.4245
H -1.7970 1.4577 -4.9956
C 0.6704 -3.0983 -2.7415
C 0.7211 -1.9645 -1.7484
O -0.2929 -1.3873 -1.3755
N 1.9400 -1.6544 -1.2471
C 2.1112 -0.5718 -0.2825
H -0.3342 -3.5097 -2.7213
H 1.3802 -3.8826 -2.4692
H 0.9098 -2.7578 -3.7486
H 2.7671 -1.9885 -1.7105
H 2.2445 0.3936 -0.7788
H 2.9974 -0.7749 0.3180
H 1.2336 -0.5120 0.3558
*
```

Mulliken atomic charge list, values in e, 8 entries:
1 Ti 0.476
2 Br -0.788
3 C -0.810
4 C 0.542
5 O -0.312
6 N -0.182
7 C -0.543
8 H -0.004

=====

5.
A cluster of 2 separate species, C12H28IO2S2 in total, computed with ωB97M-V/def2-TZVPD.

For the HOMO energy, the calculation gives -11.53 eV. The total energy is -46755.8701 eV. As for the energy relative to the best compared isomer or geometry (same formula, charge and spin): 41.0 kJ/mol. Its frontier orbital gap is 8.7 eV.

The geometry in ORCA input format:
```
! RIJCOSX wB97M-V def2-TZVPD def2/J DEFGRID3
* xyz 1 1
C 1.9219 -2.8647 -0.4428
C 0.4743 -3.0339 -0.9857
S -0.6733 -1.7824 -0.2322
C -0.5856 -0.3472 -1.3627
C -1.5569 0.8386 -1.0179
C -2.2284 0.8013 0.3961
S -2.6250 2.5617 0.8711
C -2.3286 -2.5820 -0.2275
C -3.3112 -2.1025 -1.3153
C -4.6809 -2.8134 -1.0124
I -2.7310 -2.6635 -3.3264
H 1.9705 -2.6837 0.6371
H 2.4519 -2.0979 -1.0247
H 2.4413 -3.8125 -0.6551
H 0.4733 -2.8152 -2.0637
H 0.1055 -4.0414 -0.7615
H -0.7254 -0.6640 -2.4058
H 0.4445 0.0389 -1.2785
H -2.3516 0.9070 -1.7774
H -0.9613 1.7610 -1.0661
H -3.2014 0.2974 0.3343
H -1.5819 0.4395 1.2036
H -3.3894 2.9698 -0.1955
H -2.7745 -2.5111 0.7778
H -2.1461 -3.6592 -0.3838
H -3.5201 -1.0287 -1.2990
H -5.4033 -2.6530 -1.8173
H -4.4802 -3.8842 -0.8670
H -5.0507 -2.3884 -0.0633
C 4.6625 3.3130 1.2142
O 3.7919 3.0923 2.3155
C 2.4929 3.6255 2.1050
C 1.5061 2.5399 1.7170
O 1.8104 1.9777 0.4436
C 2.4703 0.7334 0.5498
H 5.5419 2.6857 1.3537
H 4.1911 3.0515 0.2642
H 4.9795 4.3596 1.1933
H 2.5140 4.4181 1.3521
H 2.1698 4.0680 3.0514
H 0.5089 2.9837 1.6362
H 1.4680 1.7597 2.4834
H 1.7445 -0.0371 0.8330
H 3.2841 0.7564 1.2772
H 2.8879 0.4863 -0.4279
*
```

Mulliken atomic charge list, values in e, 8 entries:
1 C -1.077
2 C -0.626
3 S 0.450
4 C -0.672
5 C -0.909
6 C -0.776
7 S -0.188
8 C -0.980

=====

6.
A structure of composition C12H28LaN3O5P, computed with ωB97M-V/def2-TZVPD.

For the HOMO energy, the calculation gives -15.38 eV. The total energy is -37713.7110 eV. Its frontier orbital gap is 1.9 eV.

The geometry in ORCA input format:
```
! RIJCOSX wB97M-V def2-TZVPD def2/J DEFGRID3
* xyz 3 1
C -2.6430 0.6206 6.0377
C -3.3572 1.9101 5.3183
O -2.6298 2.3914 4.1097
C -1.5231 3.3003 4.4920
C -0.4068 3.5352 3.3078
C -0.1478 2.2315 2.3411
C 0.0371 0.8117 3.1420
C -0.1331 -0.5305 2.1983
O -0.9130 -0.3183 0.9689
P -0.3683 -1.3354 -0.3371
O 1.1172 -0.9719 -0.8459
O -0.2150 -2.9787 0.3209
O -1.5544 -1.3550 -1.6113
C -1.2881 -0.3425 -2.6449
C -1.0073 -1.1530 -4.0631
C 0.2194 -2.2733 -3.9284
C 1.6954 -1.6726 -4.3540
N 2.3310 -2.3507 -5.5458
C 3.7441 -1.8875 -5.8121
N 4.5306 -2.7108 -6.6277
N 4.3912 -0.6077 -5.3374
H -1.5731 0.9133 6.4764
H -3.2690 0.1896 6.9332
H -2.4340 -0.2438 5.2549
H -4.4604 1.6586 5.0046
H -3.4002 2.7767 6.1297
H -0.9790 2.7746 5.4096
H -1.9134 4.3392 4.8934
H -0.8403 4.4025 2.6115
H 0.6016 3.9880 3.7564
H -0.9830 2.2348 1.5204
H 0.8822 2.4336 1.7742
H -0.6591 0.6786 4.0762
H 1.1532 0.7804 3.5612
H -0.7390 -1.3133 2.8609
H 0.9252 -1.0463 2.0129
H 0.7835 -3.1371 0.4648
H -0.4608 0.4406 -2.3726
H -2.2978 0.2769 -2.7932
H -0.6652 -0.4094 -4.9260
H -1.9528 -1.7876 -4.4209
H 0.3360 -2.6809 -2.8272
H -0.0838 -3.1866 -4.6083
H 2.4441 -1.6763 -3.4485
H 1.5090 -0.5314 -4.6418
H 1.7643 -2.2685 -6.4176
H 3.9581 -3.5405 -6.9145
H 4.8546 -0.2073 -6.2085
H 3.7035 0.1260 -5.0616
La 1.9165 -0.2974 0.7713
*
```

Mulliken atomic charge list, values in e, 8 entries:
1 C -0.757
2 C -0.226
3 O -0.358
4 C -0.479
5 C -0.853
6 C -0.335
7 C -0.116
8 C -0.196

=====

7.
A structure of composition C12H28N4O4Rb, computed with ωB97M-V/def2-TZVPD.

For the HOMO energy, the calculation gives -12.20 eV. The total energy is -27702.3028 eV. As for the energy relative to the best compared isomer or geometry (same formula, charge and spin): 58.1 kJ/mol. Its frontier orbital gap is 10.2 eV.

The geometry in ORCA input format:
```
! RIJCOSX wB97M-V def2-TZVPD def2/J DEFGRID3
* xyz 1 1
Rb -0.1968 -0.8983 0.2779
C -1.3725 -0.0412 5.3464
C -0.2691 0.0134 4.3042
O -0.3949 -0.3677 3.1523
N 0.8922 0.5889 4.7559
C 1.9450 1.0339 3.8645
H -1.5333 -1.0673 5.6730
H -2.3260 0.2988 4.9425
H -1.1445 0.6398 6.1642
H 0.9816 0.8128 5.7296
H 2.0244 2.1255 3.8903
H 1.8696 0.5485 2.9020
H 2.9166 0.7825 4.3114
C -4.6989 0.2092 -1.9165
C -3.5145 0.9790 -1.4175
O -2.5855 0.3996 -0.8676
N -3.5800 2.3242 -1.5313
C -2.5821 3.2225 -0.9629
H -5.5539 0.5256 -1.3088
H -4.5108 -0.8512 -1.7833
H -5.0274 0.3565 -2.9459
H -4.3959 2.8386 -1.8077
H -3.1098 3.9813 -0.3897
H -1.9205 3.6673 -1.7089
H -1.8952 2.7028 -0.2944
C -0.3826 -5.2408 -0.7870
C -0.2289 -3.8724 -1.4485
O -1.1599 -3.0737 -1.3536
N 0.9324 -3.6422 -2.0766
C 1.2950 -2.5014 -2.8827
H -1.0351 -5.9272 -1.3198
H -0.8122 -5.1200 0.2045
H 0.6210 -5.6652 -0.6955
H 1.6042 -4.3889 -2.1019
H 0.6562 -2.3735 -3.7581
H 2.3033 -2.6485 -3.2719
H 1.3579 -1.5568 -2.3370
C 1.7333 2.8620 -0.3516
C 2.3638 1.6204 -0.9483
O 1.8771 0.4985 -0.7930
N 3.4612 1.8246 -1.7086
C 4.1245 0.7321 -2.4054
H 2.2729 3.7781 -0.5883
H 1.4904 2.8879 0.7073
H 0.7732 2.8934 -0.8824
H 3.7667 2.7529 -1.9355
H 4.3152 -0.0977 -1.7234
H 5.1005 1.1160 -2.6897
H 3.5524 0.3175 -3.2327
*
```

Mulliken atomic charge list, values in e, 8 entries:
1 Rb 0.896
2 C -1.009
3 C 0.576
4 O -0.537
5 N -0.178
6 C -0.779
7 H 0.259
8 H 0.295

=====

8.
A cluster of 5 separate species, C12H28O18S5 in total, computed with ωB97M-V/def2-TZVPD.

For the HOMO energy (spin up / spin down), the calculation gives -13.10 / -13.10 eV. The total energy is -103912.6456 eV. Its frontier orbital gap (spin up / spin down) is 10.2 / 3.4 eV.

The geometry in ORCA input format:
```
! RIJCOSX wB97M-V def2-TZVPD def2/J DEFGRID3
* xyz 1 2
O -4.7155 -0.6073 1.4503
S -4.8461 -1.3800 0.2520
O -5.4582 -2.7003 0.1986
O -5.4395 -0.4344 -1.0055
C -4.8028 0.8137 -1.4194
C -4.2021 0.6409 -2.8134
C -3.1999 -1.6916 -0.5175
H -4.1022 1.1968 -0.6774
H -5.6487 1.4745 -1.6088
H -3.8466 1.6241 -3.1216
H -4.9717 0.4375 -3.5580
H -3.5209 -0.2013 -2.9356
H -2.4883 -0.8670 -0.4751
H -3.3972 -2.2080 -1.4569
H -2.7880 -2.4258 0.1748
O -2.9099 4.3266 -2.5550
S -1.6801 3.8065 -1.9075
O -1.6927 2.5428 -1.1415
O -0.3732 3.7310 -3.0217
C 0.1325 2.4271 -3.2380
C 1.6409 2.4794 -3.4532
C -0.9853 5.0900 -0.8668
H -0.2759 1.9888 -4.1486
H -0.0792 1.6253 -2.5306
H 2.0005 2.6578 -2.4398
H 1.9440 3.3759 -3.9942
H 1.9779 1.5293 -3.8678
H -1.5622 5.2222 0.0485
H -0.9109 6.0329 -1.4086
H 0.0221 4.7431 -0.6368
C 5.8420 -0.6986 4.3613
C 5.6695 0.6840 3.6997
O 5.7592 0.5185 2.3004
S 4.9892 -0.9177 1.9788
O 5.8109 -1.8132 1.1635
O 3.5776 -0.7403 1.6706
O 5.1138 -1.5077 3.5159
H 5.5890 -0.9497 5.3913
H 6.8820 -1.0048 4.2490
H 6.5370 1.2437 4.0492
H 4.7518 1.1981 3.9856
C 1.2646 -3.4536 0.2673
C 1.6317 -3.8311 -1.1884
O 0.7016 -4.8489 -1.6176
S -0.3631 -5.2700 -0.3987
O 0.0051 -6.3954 0.4253
O -1.6915 -5.1699 -0.9490
O -0.0768 -3.8675 0.4705
H 1.3393 -2.4380 0.6560
H 1.8958 -4.0137 0.9572
H 2.6312 -4.2558 -1.2828
H 1.3368 -3.0264 -1.8618
C 0.1408 -0.0965 2.8786
C -1.2098 0.7236 2.5796
O -1.3497 0.7899 1.1748
S 0.1429 0.7479 0.4253
O 0.7295 2.1014 0.3765
O 0.0010 -0.0355 -0.7671
O 0.8787 -0.1120 1.5938
H 0.0273 -1.1799 2.9154
H 0.6742 0.3763 3.7032
H -0.9467 1.7173 2.9424
H -2.1053 0.2747 3.0092
*
```

Mulliken atomic charge list, values in e, 8 entries:
1 O -0.474
2 S 1.184
3 O -0.490
4 O -0.093
5 C -0.035
6 C -0.931
7 C -0.866
8 H 0.282